1.
Molecular formula: C5H12N2O
Method: DFT, ωB97M-V/def2-TZVPD

Cartesian coordinates (Å):
O 0.877 0.921 -1.479
C 0.164 0.673 -0.538
N -0.802 1.487 0.025
C -1.053 2.662 -0.794
C -1.868 0.730 0.653
C 0.326 -0.946 -0.107
N 1.734 -1.269 0.097
C 1.934 -2.578 0.686
H -1.872 2.634 -1.422
H -1.226 3.547 0.020
H -0.127 3.009 -1.325
H -2.276 0.052 -0.094
H -2.526 1.375 1.212
H -1.442 0.142 1.460
H -0.083 -1.348 -1.066
H -0.234 -1.176 0.838
H 2.260 -1.123 -0.694
H 2.927 -2.447 1.241
H 2.095 -3.403 -0.093
H 1.193 -2.942 1.381

Energy relative to the best compared isomer or geometry (same formula, charge and spin) in kcal per mole: 65.0
SMILES: CNCC(=O)N(C)C
Spin multiplicity: 1
HOMO in eV: -8.43
F_max in eV/Å: 5.7
DFT total energy in eV: -10405.605
LUMO in eV: 0.860
Net charge: 0

2.
Molecular formula: C3H3NO2
Method: DFT, ωB97M-V/def2-TZVPD

Cartesian coordinates (Å):
C 0.275 -0.790 -0.037
C -0.944 0.863 0.124
C 0.226 1.362 -0.313
H 0.436 -2.790 0.317
H -1.833 1.317 0.355
H 0.774 2.300 -0.101
N -0.942 -0.513 0.214
O 0.926 -2.003 -0.291
O 1.081 0.253 -0.268

Energy relative to the best compared isomer or geometry (same formula, charge and spin) in kcal per mole: 44.9
SMILES: Oc1ncco1
Spin multiplicity: 1
HOMO in eV: -9.32
F_max in eV/Å: 4.7
DFT total energy in eV: -8743.184
LUMO in eV: 0.553
Net charge: 0

3.
Molecular formula: C2H3N2O
Method: DFT, ωB97M-V/def2-TZVPD

Cartesian coordinates (Å):
C -0.515 1.046 0.603
C 0.792 -0.318 -0.473
N -1.211 0.037 0.821
N -0.164 -1.117 -0.191
O 0.687 0.892 -0.018
H -0.766 1.967 0.894
H 1.759 -0.523 -1.141
H -0.582 -1.985 -0.495

Energy relative to the best compared isomer or geometry (same formula, charge and spin) in kcal per mole: 61.2
Spin multiplicity: 1
HOMO in eV: -18.16
F_max in eV/Å: 5.0
DFT total energy in eV: -7139.729
LUMO in eV: -6.215
Net charge: +1

4.
Molecular formula: C22H20BrF7ILiNO5S
Method: DFT, ωB97M-V/def2-TZVPD

Cartesian coordinates (Å):
C 0.935 -4.019 -2.553
C 0.529 -2.894 -1.602
N -0.917 -2.831 -1.336
C -1.723 -2.488 -2.503
C -2.864 -1.514 -2.185
C -2.420 -0.343 -1.371
C -2.304 0.922 -1.805
C -2.614 1.403 -3.192
C -1.398 1.708 -4.112
C -1.564 1.129 -5.531
I 0.491 1.059 -3.284
C -1.854 2.005 -0.868
O -2.192 3.151 -1.023
C -0.953 1.579 0.258
C -1.108 0.269 0.712
C -0.326 -0.248 1.732
C 0.633 0.558 2.312
C 0.787 1.880 1.885
S 2.016 2.894 2.652
O 1.494 4.149 3.098
O 3.256 2.847 1.925
C 2.457 2.033 4.257
F 3.286 0.999 3.999
F 1.398 1.601 4.942
C 3.215 3.055 5.156
F 2.355 3.794 5.830
F 3.995 3.910 4.377
C 4.220 2.392 6.166
F 5.402 2.270 5.459
F 3.868 1.206 6.596
F 4.435 3.208 7.183
C 0.006 2.402 0.848
Br 0.335 4.136 0.210
C -2.145 -0.603 0.071
O -2.728 -1.434 0.722
C -1.411 -3.948 -0.621
C -0.893 -4.112 0.788
O -2.231 -4.699 -1.083
H 1.966 -3.895 -2.882
H 0.822 -4.992 -2.069
H 0.299 -4.034 -3.440
H 1.042 -3.036 -0.649
H 0.833 -1.930 -2.012
H -2.149 -3.367 -2.987
H -1.060 -2.016 -3.234
H -3.305 -1.216 -3.135
H -3.648 -2.035 -1.627
H -3.314 0.739 -3.691
H -3.127 2.360 -3.063
H -1.294 2.787 -4.174
H -1.487 1.925 -6.272
H -0.780 0.413 -5.772
H -2.525 0.630 -5.642
H -0.483 -1.270 2.048
H 1.260 0.147 3.084
H -0.470 -5.110 0.907
H -0.127 -3.376 1.025
H -1.744 -3.993 1.457
Li 5.820 3.841 4.019

Spin multiplicity: 1
HOMO in eV: -11.09
F_max in eV/Å: 0.8
DFT total energy in eV: -143065.043
LUMO in eV: -4.297
Net charge: +1

5.
Molecular formula: C17H34Br4F4O7PS2
Method: DFT, ωB97M-V/def2-TZVPD

Cartesian coordinates (Å):
C -1.421 1.462 -2.053
C -1.041 0.035 -1.617
C -2.078 -0.672 -0.727
C -1.496 -1.351 0.536
C -1.821 -0.595 1.818
P -1.255 -1.386 3.458
O -0.466 0.091 4.066
C 0.900 0.007 4.240
C 1.536 1.397 4.191
C 2.941 1.490 4.830
C 3.750 2.577 4.125
S 5.420 2.761 4.724
O 6.223 3.320 3.680
O 5.865 1.573 5.368
O 5.252 3.883 5.863
C 1.447 -1.178 3.345
C 2.452 -0.880 2.183
F 2.489 -1.963 1.361
F 3.740 -0.704 2.623
C 2.179 0.350 1.285
F 0.889 0.711 1.261
F 2.565 0.068 0.009
S 2.252 -2.364 4.555
C 2.891 -3.722 3.612
O 1.246 -2.904 5.428
O 3.372 -1.697 5.185
O 0.384 -1.781 2.757
H -1.862 1.463 -3.048
H -2.137 1.910 -1.366
H -0.536 2.097 -2.092
H -0.078 0.071 -1.117
H -0.884 -0.544 -2.530
H -2.801 0.079 -0.402
H -2.626 -1.398 -1.330
H -1.936 -2.348 0.608
H -0.425 -1.495 0.416
H -1.472 0.435 1.747
H -2.911 -0.549 1.896
H -2.511 -0.991 4.065
H -1.759 -2.662 2.976
H -0.885 -2.014 4.684
H 1.091 -0.304 5.281
H 1.527 1.844 3.200
H 0.861 2.015 4.781
H 3.488 0.556 4.779
H 2.819 1.785 5.871
H 3.248 3.543 4.197
H 3.887 2.354 3.070
H 4.366 4.262 5.801
H 2.797 1.182 1.617
H 3.554 -4.217 4.318
H 3.482 -3.358 2.783
H 2.075 -4.354 3.283
Br -2.207 1.130 -5.804
C -3.284 -0.461 -6.105
C -4.646 -0.339 -5.479
Br -4.566 -0.532 -3.549
H -2.718 -1.296 -5.705
H -3.371 -0.550 -7.184
H -5.297 -1.133 -5.838
H -5.101 0.625 -5.681
Br -3.873 2.676 -9.891
C -2.867 1.071 -10.320
C -3.740 0.011 -10.940
Br -4.883 -0.841 -9.619
H -2.406 0.739 -9.395
H -2.096 1.380 -11.021
H -3.132 -0.785 -11.363
H -4.398 0.415 -11.703

Spin multiplicity: 1
HOMO in eV: -4.54
F_max in eV/Å: 1.4
DFT total energy in eV: -354511.802
LUMO in eV: 1.511
Net charge: -1

6.
Molecular formula: C4H13NO2
Method: DFT, ωB97M-V/def2-TZVPD

Cartesian coordinates (Å):
C 2.208 0.100 -0.349
C 1.125 0.821 0.417
C 0.599 1.954 -0.064
C 0.066 -1.075 1.621
N 0.610 0.277 1.604
H 1.808 -0.868 -0.640
H 3.169 0.120 0.158
H 2.330 0.658 -1.274
H 1.052 2.427 -0.924
H -0.218 2.551 0.325
H -0.122 -1.387 2.642
H 0.871 -1.656 1.210
H -0.757 -1.284 0.937
H 0.009 0.957 2.043
H -2.133 -1.566 -1.265
H -1.591 -1.943 -2.777
O -1.674 -2.159 -1.851
H -2.162 0.619 -1.329
H -2.453 1.038 0.096
O -2.735 0.417 -0.581

Energy relative to the best compared isomer or geometry (same formula, charge and spin) in kcal per mole: 29.4
SMILES: C=C(C)NC.O.O
Spin multiplicity: 1
HOMO in eV: -8.35
F_max in eV/Å: 1.9
DFT total energy in eV: -9942.921
LUMO in eV: 0.622
Net charge: 0

Question: Number 2 is which compound?
Answer: C3H3NO2